# 1
This record from OMol25 describes a molecular structure, C39H31BrClN6O6SeV. The level of theory is ωB97M-V/def2-TZVPD.

Last column: Mulliken charge in e.
Element x y z (Å)
1 V -0.10 0.11 -0.56  -1.285
2 C -1.45 -2.20 2.20  -1.189
3 O -0.95 -0.96 1.75  0.709
4 C -0.64 -0.04 2.71  -0.096
5 C -0.86 -0.25 4.06  -0.629
6 C -0.50 0.72 5.00  -1.014
7 C 0.07 1.90 4.57  -0.774
8 C 0.25 2.13 3.21  -1.003
9 C -0.11 1.18 2.25  0.164
10 N 0.00 1.43 0.88  3.605
11 N 0.28 2.71 0.61  -1.290
12 C 0.26 3.23 -0.62  -0.041
13 C -0.23 2.56 -1.78  -0.256
14 O -0.74 1.35 -1.65  -0.393
15 C -0.18 3.20 -3.03  -0.686
16 C 0.31 4.48 -3.16  -1.340
17 C 0.74 5.21 -2.03  0.967
18 C 1.20 6.54 -2.14  -0.965
19 C 1.61 7.25 -1.04  -0.456
20 C 1.59 6.64 0.22  -0.821
21 C 1.14 5.35 0.36  -0.209
22 C 0.70 4.60 -0.75  0.893
23 H -2.44 -2.08 2.66  0.388
24 H -0.76 -2.66 2.91  0.323
25 H -1.52 -2.86 1.34  0.165
26 H -1.32 -1.16 4.41  0.428
27 H -0.67 0.53 6.05  0.392
28 H 0.37 2.65 5.29  0.384
29 H 0.68 3.06 2.87  0.405
30 H -0.52 2.65 -3.89  0.466
31 H 0.38 4.94 -4.14  0.319
32 H 1.22 7.00 -3.13  0.375
33 H 1.95 8.27 -1.14  0.375
34 H 1.92 7.20 1.09  0.396
35 H 1.11 4.89 1.34  0.376
36 O -4.38 -4.49 -2.67  -0.476
37 C -3.20 -3.82 -2.68  0.414
38 O -2.28 -4.24 -3.32  -0.518
39 C -3.14 -2.58 -1.88  -0.167
40 C -4.12 -1.63 -1.66  0.574
41 Cl -5.79 -1.76 -2.03  -0.306
42 N -3.57 -0.57 -1.00  -0.552
43 N -2.27 -0.84 -0.77  1.464
44 C -1.98 -2.01 -1.30  0.440
45 C -0.64 -2.61 -0.91  0.017
46 O -0.59 -3.80 -0.69  -0.720
47 O 0.29 -1.74 -0.76  -0.239
48 C -4.10 0.66 -0.55  0.394
49 C -5.23 1.24 -1.11  -0.746
50 C -5.71 2.44 -0.61  -0.786
51 C -5.06 3.08 0.44  -0.631
52 C -3.90 2.52 0.96  -0.466
53 C -3.42 1.33 0.48  -0.279
54 H -5.04 -4.02 -2.16  0.303
55 H -5.72 0.78 -1.95  0.356
56 H -6.59 2.88 -1.05  0.365
57 H -5.44 4.01 0.83  0.400
58 H -3.37 3.02 1.76  0.495
59 H -2.51 0.90 0.88  0.384
60 C 2.49 -1.65 4.73  -0.885
61 N 3.54 -1.02 3.96  0.245
62 C 4.69 -0.45 4.49  -0.553
63 C 5.42 0.00 3.45  -0.479
64 N 4.72 -0.28 2.30  0.346
65 C 5.16 0.02 0.95  -1.036
66 C 3.55 -0.92 2.60  -0.003
67 Se 2.28 -1.54 1.43  -0.317
68 H 2.91 -2.05 5.65  0.386
69 H 2.07 -2.46 4.13  0.273
70 H 1.70 -0.94 4.96  0.223
71 H 4.88 -0.44 5.54  0.435
72 H 6.37 0.50 3.44  0.462
73 H 6.18 -0.34 0.81  0.389
74 H 5.12 1.09 0.77  0.403
75 H 4.50 -0.48 0.25  0.216
76 Br 5.14 2.15 -4.16  -0.267
77 C 3.77 1.45 -3.01  -0.270
78 C 3.69 1.91 -1.71  -0.686
79 C 2.66 1.44 -0.90  -0.312
80 C 1.70 0.53 -1.36  0.937
81 C 1.86 0.07 -2.68  -0.270
82 C 2.88 0.52 -3.51  -0.592
83 H 4.40 2.64 -1.34  0.538
84 H 2.60 1.81 0.12  0.696
85 H 1.17 -0.66 -3.08  0.303
86 H 2.98 0.16 -4.53  0.409

Results
Total charge: -1
Relative energy (zero: lowest compared OMol25 entry of this formula, charge and spin) in kcal/mol: 13.4
HOMO-LUMO gap (spin up / spin down) in eV: 4.814 / 4.765
2S+1: 2
E_LUMO (spin up / spin down) in eV: 1.94 / 1.94
⟨S²⟩: 0.771

# 2
This record from OMol25 describes 8 unconnected molecules or ions with the total composition C18H46F3N5O8S. The level of theory is ωB97M-V/def2-TZVPD.

Last column: Mulliken charge in e.
Element x y z (Å)
1 C -1.61 6.20 -4.63  -0.963
2 N -2.17 6.07 -6.01  -0.232
3 C -3.04 7.31 -6.17  -0.929
4 C -1.09 5.99 -7.03  -0.768
5 C -3.02 4.85 -6.06  -0.351
6 C -4.14 4.67 -5.05  -0.680
7 O -3.65 4.08 -3.87  -0.495
8 H -2.35 6.06 -3.87  0.405
9 H -1.00 7.05 -4.75  0.478
10 H -0.92 5.34 -4.45  0.362
11 H -2.43 8.14 -6.42  0.407
12 H -3.63 7.45 -5.32  0.405
13 H -3.60 7.06 -7.05  0.412
14 H -0.41 6.87 -6.91  0.364
15 H -1.49 6.02 -8.03  0.384
16 H -0.53 5.06 -6.85  0.348
17 H -2.39 3.99 -5.95  0.316
18 H -3.48 4.88 -7.09  0.470
19 H -4.91 4.09 -5.56  0.470
20 H -4.64 5.59 -4.77  0.255
21 H -4.08 3.21 -3.83  0.342
22 C 1.98 -8.06 6.46  -0.973
23 C 3.44 -8.32 6.34  0.582
24 O 4.31 -7.64 5.91  -0.394
25 N 3.86 -9.74 6.76  -0.170
26 H 4.19 -9.71 7.71  0.350
27 H 3.10 -10.41 6.72  0.394
28 C 4.97 -10.28 5.90  -0.816
29 H 1.77 -7.90 7.53  0.345
30 H 1.50 -9.03 6.21  0.339
31 H 1.81 -7.12 5.84  0.301
32 H 4.64 -10.16 4.85  0.343
33 H 5.24 -11.31 6.22  0.355
34 H 5.84 -9.63 6.13  0.344
35 C -3.26 3.49 6.43  -0.985
36 C -2.39 4.73 6.65  0.606
37 O -1.31 4.95 7.05  -0.333
38 N -3.35 6.05 6.42  -0.243
39 H -3.96 6.33 7.23  0.366
40 H -2.62 6.79 6.26  0.389
41 C -4.05 6.04 5.08  -0.888
42 H -2.70 2.55 6.51  0.278
43 H -3.64 3.43 5.42  0.371
44 H -4.15 3.63 7.15  0.362
45 H -4.89 5.30 5.10  0.349
46 H -3.32 5.66 4.34  0.396
47 H -4.20 7.13 4.71  0.334
48 C 5.24 0.80 -1.31  -1.056
49 C 4.86 -0.58 -0.94  0.675
50 O 4.81 -1.60 -1.54  -0.394
51 N 4.26 -0.76 0.53  -0.303
52 H 3.43 -0.16 0.66  0.385
53 H 3.87 -1.68 0.33  0.334
54 C 5.31 -0.64 1.63  -0.753
55 H 4.63 1.04 -2.17  0.322
56 H 6.28 0.96 -1.67  0.349
57 H 4.97 1.53 -0.60  0.377
58 H 5.62 0.35 1.52  0.360
59 H 6.08 -1.33 1.31  0.340
60 H 4.83 -0.82 2.59  0.333
61 C 0.68 -5.33 -3.16  -0.973
62 C -0.75 -4.99 -3.14  0.562
63 O -1.61 -5.60 -2.54  -0.472
64 N -1.21 -3.83 -4.07  0.022
65 H -3.71 -2.24 -3.48  0.239
66 H -0.57 -2.98 -3.95  0.357
67 C -1.36 -4.28 -5.46  -0.782
68 H 1.28 -4.48 -2.97  0.301
69 H 1.03 -5.72 -4.12  0.317
70 H 0.86 -6.22 -2.48  0.294
71 H -2.39 -4.46 -5.77  0.242
72 H -0.87 -5.21 -5.65  0.308
73 H -0.93 -3.48 -6.10  0.333
74 C -0.50 0.26 4.88  0.392
75 F -0.48 -0.58 4.08  -0.034
76 F -1.61 0.69 5.21  -0.089
77 F 0.52 0.56 5.61  -0.089
78 S 0.48 -0.91 -1.23  0.449
79 O -2.94 -3.04 -3.22  -0.548
80 O 1.50 -0.07 -1.85  -0.442
81 O 0.14 -1.91 -2.19  -0.358

Results
Total charge: +4
HOMO-LUMO gap in eV: 1.699
E_LUMO in eV: -9.14

| no. | strongest force on any atom (eV/Å) |
| --- | --- |
| 1 | 3.06 |
| 2 | 10.01 |